C31H27N7O4STc | wB97M-V/def2-TZVPD

XYZ file:
```
71
Properties=species:S:1:pos:R:3
Tc -1.548 0.441 0.784
O -2.825 -0.538 -2.999
C -2.232 -0.805 -1.976
N -2.608 -0.262 -0.737
C -3.885 0.374 -0.762
C -5.034 -0.193 -1.294
C -6.226 0.504 -1.228
C -6.273 1.770 -0.647
C -5.135 2.346 -0.112
C -3.938 1.637 -0.167
N -2.705 2.018 0.373
C -2.378 3.278 0.739
O -2.975 4.312 0.502
C -1.118 3.287 1.566
C -0.595 4.483 2.019
C 0.524 4.458 2.829
C 1.069 3.229 3.171
C 0.491 2.077 2.676
N -0.580 2.097 1.875
C -1.088 -1.787 -2.054
C -0.767 -2.312 -3.303
C 0.268 -3.224 -3.389
C 0.943 -3.584 -2.233
C 0.545 -3.009 -1.036
N -0.446 -2.131 -0.947
H -4.993 -1.172 -1.751
H -7.125 0.060 -1.633
H -7.211 2.308 -0.609
H -5.159 3.326 0.339
H -1.092 5.397 1.723
H 0.959 5.377 3.200
H 1.930 3.155 3.820
H 0.876 1.102 2.938
H -1.329 -1.991 -4.167
H 0.545 -3.648 -4.345
H 1.756 -4.297 -2.252
H 1.043 -3.265 -0.105
C 1.735 -3.852 2.860
C 2.130 -2.429 3.236
N 2.400 -1.570 2.084
C 3.780 -1.503 1.594
C 4.031 -2.397 0.387
C 1.422 -0.909 1.434
S -0.195 -1.154 1.998
N 1.858 -0.196 0.388
C 1.180 0.474 -0.525
O -0.051 0.771 -0.570
C 1.976 0.943 -1.698
C 3.354 0.751 -1.761
C 4.069 1.181 -2.866
C 3.412 1.802 -3.921
C 2.039 1.992 -3.867
C 1.322 1.567 -2.760
H 1.526 -4.429 3.761
H 2.534 -4.355 2.314
H 0.834 -3.847 2.247
H 3.037 -2.440 3.842
H 1.341 -1.972 3.831
H 4.423 -1.803 2.422
H 4.010 -0.470 1.348
H 3.831 -3.443 0.622
H 5.073 -2.315 0.076
H 3.395 -2.097 -0.446
H 3.853 0.264 -0.934
H 5.140 1.031 -2.907
H 3.972 2.137 -4.785
H 1.524 2.473 -4.689
H 0.252 1.708 -2.711
O -4.404 -0.448 3.932
C -3.631 -0.243 3.067
N -2.853 -0.039 2.192
```

## Properties
LUMO (alpha / beta) = -1.529 / -1.181 eV
highest occupied orbital energy (alpha / beta) = -7.80 / -7.75 eV
ΔE to the lowest compared entry with this formula, charge and spin = 31.9 kJ/mol
expectation value of S² = 1.113
HOMO-LUMO gap (alpha / beta) = 6.27 / 6.57 eV
E_tot = -64243.0963 eV
multiplicity = 2

FNO2 | wB97M-V/def2-TZVPD

XYZ file:
```
4
Properties=species:S:1:pos:R:3
N 0.789 -0.277 0.004
O 1.492 0.615 -0.003
O -0.256 -0.676 -0.004
F -2.025 0.338 0.004
```

## Properties
LUMO (alpha / beta) = -2.446 / -5.090 eV
highest occupied orbital energy (alpha / beta) = -11.44 / -7.97 eV
ΔE to the lowest compared entry with this formula, charge and spin = 448.5 kJ/mol
HOMO-LUMO gap (alpha / beta) = 8.99 / 2.88 eV
E_tot = -8293.4370 eV

C4H8N2O | wB97M-V/def2-TZVPD

XYZ file:
```
15
Properties=species:S:1:pos:R:3
C 1.542 0.589 0.777
N 0.319 0.042 1.317
C -0.511 -0.748 -0.898
C -1.133 0.041 0.132
C -1.544 1.042 -0.780
O 0.515 -1.386 1.323
N 0.013 -1.069 -1.935
H 0.009 -1.642 2.109
H 0.496 -1.658 -2.597
H -1.862 -0.514 0.708
H 2.327 0.578 1.541
H 1.927 0.044 -0.098
H 1.350 1.626 0.492
H -0.893 1.645 -1.396
H -2.556 1.413 -0.696
```

## Properties
LUMO (alpha / beta) = 0.837 / 0.836 eV
highest occupied orbital energy (alpha / beta) = -6.63 / -6.63 eV
ΔE to the lowest compared entry with this formula, charge and spin = 767.3 kJ/mol
HOMO-LUMO gap (alpha / beta) = 7.47 / 7.47 eV
E_tot = -9298.4412 eV

C4H4N2OS | wB97M-V/def2-TZVPD

XYZ file:
```
12
Properties=species:S:1:pos:R:3
C 1.979 0.209 0.071
C 1.075 -0.892 -0.097
C -0.206 -0.260 -0.087
C -1.525 -1.022 -0.207
H -2.074 1.576 0.786
H 3.081 0.157 0.110
H 1.464 -1.959 -0.108
H -1.446 -2.117 -0.643
N 0.042 1.100 -0.019
N 1.328 1.407 0.115
O -2.652 -0.590 0.227
S -1.066 2.391 -0.149
```

## Properties
LUMO = -0.372 eV
highest occupied orbital energy = -9.24 eV
SMILES = O=Cc1ccnn1S
ΔE to the lowest compared entry with this formula, charge and spin = 274.6 kJ/mol
HOMO-LUMO gap = 8.86 eV
E_tot = -20072.8834 eV

C5H37N2O14 | wB97M-V/def2-TZVPD

XYZ file:
```
58
Properties=species:S:1:pos:R:3
C 3.389 -0.771 0.568
O 3.018 -1.846 1.351
C 2.839 0.624 1.127
C 1.493 0.296 1.956
C 1.130 1.486 2.965
C -0.434 3.123 1.856
N 0.511 2.614 2.573
N 2.826 1.419 -0.093
H 2.840 -0.809 -0.429
H 4.479 -0.607 0.598
H 3.487 0.842 1.955
H 1.716 -0.618 2.604
H 0.557 0.137 1.466
H 2.089 1.745 3.476
H 0.590 0.988 3.810
H -0.670 4.147 2.086
H -0.977 2.717 1.037
H 2.487 2.422 0.012
H 2.140 0.898 -0.760
H -3.722 -2.234 1.711
H -2.389 -2.287 2.520
O -2.880 -2.817 1.717
H 0.268 1.386 -3.566
H -0.668 2.404 -3.842
O 0.124 2.154 -4.155
H 1.433 2.859 -2.546
H 2.489 3.444 -1.811
O 1.626 3.680 -2.021
H 3.415 -1.890 2.213
H -0.369 -3.392 0.644
O -0.696 -4.203 0.597
H 0.517 -0.091 -2.301
H 1.963 -0.285 -3.048
O 1.460 0.075 -2.290
H -2.555 0.441 1.074
H -3.866 1.318 1.717
O -3.142 0.723 1.964
H -1.582 -0.554 3.381
H -2.854 -0.035 3.241
O -2.446 -0.787 3.766
H 0.621 -3.642 -0.705
H 1.709 -2.571 -0.653
O 1.085 -3.099 -1.225
H -3.227 -1.041 -0.781
H -4.402 -0.587 -1.549
O -3.737 -1.254 -1.695
H -0.167 -2.230 -3.909
H 0.782 -2.600 -2.796
O 0.685 -2.608 -3.757
H -1.828 -0.082 -2.465
H -1.060 -0.831 -1.352
O -1.103 -0.860 -2.339
H -1.151 0.702 0.436
H -1.534 -4.335 0.335
O -1.792 0.340 -0.137
H -2.011 1.601 -1.008
H -0.817 2.135 -1.798
O -1.690 2.250 -1.724
```

## Properties
LUMO (alpha / beta) = -2.547 / -5.456 eV
highest occupied orbital energy (alpha / beta) = -9.81 / -9.81 eV
ΔE to the lowest compared entry with this formula, charge and spin = 411.9 kJ/mol
expectation value of S² = 0.762
HOMO-LUMO gap (alpha / beta) = 7.26 / 4.35 eV
E_tot = -37422.5796 eV
multiplicity = 2

C5H9N4O | wB97M-V/def2-TZVPD

XYZ file:
```
19
Properties=species:S:1:pos:R:3
C 0.707 -2.179 0.270
C 0.842 1.237 -0.783
C 0.545 0.960 0.644
C -0.532 0.915 -1.504
C -0.610 -0.076 0.641
N -1.479 -0.070 1.636
N -2.006 -0.226 2.630
N 1.503 -1.984 1.132
N -1.082 -0.233 -0.716
O 0.082 -2.424 -0.699
H 1.141 2.244 -0.904
H 1.548 0.541 -1.094
H 1.430 0.451 1.073
H 0.362 1.682 1.389
H -1.092 1.785 -1.618
H -0.142 0.642 -2.518
H 1.554 -2.028 2.188
H -2.074 -0.057 -0.753
H -0.696 -1.180 -1.015
```

## Properties
LUMO = -4.071 eV
charge = +1
highest occupied orbital energy = -13.14 eV
ΔE to the lowest compared entry with this formula, charge and spin = 379.1 kJ/mol
HOMO-LUMO gap = 9.07 eV
E_tot = -13328.8635 eV

C34H31O20S | wB97M-V/def2-TZVPD

XYZ file:
```
86
Properties=species:S:1:pos:R:3
C 1.447 -3.281 -2.325
C 0.416 -2.427 -2.181
C 0.468 -0.950 -2.485
C -0.525 -0.214 -1.510
S -1.815 0.792 -2.269
C -2.965 -0.339 -3.070
C -3.217 -1.655 -2.346
O 0.044 -0.659 -3.824
C 0.359 -1.577 -4.778
O -0.478 -2.339 -5.177
C 1.727 -1.532 -5.360
C 1.873 -0.226 -6.191
C 1.894 -0.433 -2.137
O 2.562 0.119 -3.032
O 2.233 -0.607 -0.936
H 1.254 -4.245 -2.790
H 2.440 -3.069 -1.947
H -0.521 -2.811 -1.783
H 0.078 0.501 -0.956
H -0.903 -0.920 -0.783
H -2.661 -0.574 -4.089
H -3.920 0.180 -3.157
H -3.591 -1.515 -1.333
H -3.965 -2.218 -2.909
H -2.315 -2.256 -2.359
H 2.493 -1.478 -4.592
H 1.903 -2.400 -5.987
H 2.730 0.340 -5.837
H 1.019 0.432 -6.045
H 1.990 -0.451 -7.249
C 2.628 1.669 -9.806
C 2.260 1.870 -11.078
C 3.235 1.756 -12.218
O 2.814 1.938 -13.347
C 4.619 1.441 -11.915
C 4.990 1.241 -10.643
C 4.009 1.331 -9.504
O 4.425 1.119 -8.384
O 6.233 0.951 -10.286
O 1.017 2.183 -11.433
H 1.935 1.745 -8.979
H 5.314 1.377 -12.740
H 6.216 0.857 -9.313
H 1.031 2.268 -12.405
C -1.861 -2.518 2.715
C -2.055 -2.781 4.011
C -2.227 -1.685 5.024
O -2.409 -2.007 6.189
C -2.160 -0.313 4.577
C -1.962 -0.041 3.282
C -1.810 -1.134 2.264
O -1.636 -0.803 1.110
O -1.877 1.192 2.802
O -2.107 -4.017 4.505
H -1.731 -3.295 1.974
H -2.268 0.459 5.326
H -1.732 1.101 1.838
H -2.255 -3.911 5.464
C 3.404 1.747 3.529
C 2.574 0.689 3.480
C 1.494 0.487 4.516
O 0.761 -0.480 4.416
C 1.379 1.456 5.593
C 2.210 2.503 5.633
C 3.272 2.720 4.589
O 3.971 3.714 4.702
O 2.168 3.429 6.585
O 2.654 -0.224 2.535
H 4.178 1.905 2.792
H 0.612 1.293 6.337
H 2.876 4.065 6.362
H 1.951 -0.879 2.694
C -3.865 -0.287 8.825
C -4.052 -0.557 10.123
C -4.225 0.535 11.144
O -4.409 0.208 12.302
C -4.159 1.916 10.697
C -3.970 2.186 9.398
C -3.824 1.091 8.376
O -3.678 1.413 7.211
O -3.899 3.420 8.916
O -4.100 -1.793 10.610
H -3.740 -1.058 8.076
H -4.268 2.693 11.441
H -3.761 3.325 7.953
H -4.246 -1.696 11.570
```

## Properties
LUMO = -0.314 eV
charge = -1
highest occupied orbital energy = -4.89 eV
ΔE to the lowest compared entry with this formula, charge and spin = 42.2 kJ/mol
HOMO-LUMO gap = 4.57 eV
E_tot = -87544.1095 eV

C44H68Br2F10N7O21 | wB97M-V/def2-TZVPD

XYZ file:
```
152
Properties=species:S:1:pos:R:3
C -3.792 -5.970 -6.536
C -4.450 -5.856 -5.150
C -4.687 -4.381 -4.735
C -3.587 -3.788 -3.842
C -2.179 -4.076 -4.332
C -1.082 -3.527 -3.409
C -1.121 -1.980 -3.328
C 0.089 -1.362 -4.056
C 1.346 -1.411 -3.165
C 2.372 -0.335 -3.604
C 2.389 0.772 -2.570
N 3.494 1.771 -2.746
C 4.016 2.010 -4.122
C 3.991 3.564 -4.289
C 2.671 3.809 -5.081
C 2.105 5.241 -5.050
C 0.864 5.401 -4.188
F 1.144 5.371 -2.863
Br 0.161 7.198 -4.583
C -0.290 4.385 -4.456
F -0.094 3.281 -3.709
F -1.464 4.890 -4.043
Br -0.508 3.935 -6.318
C 5.306 3.930 -4.978
C 5.628 5.406 -5.250
N 4.785 5.908 -6.317
N 5.551 6.303 -4.101
N 7.022 5.407 -5.727
N 3.727 4.092 -2.929
C 3.353 2.964 -2.177
N 2.947 3.214 -0.960
N 2.617 2.164 -0.067
C 2.746 2.586 1.361
C 3.347 1.384 2.106
C 4.889 1.530 2.103
H -2.862 -6.530 -6.487
H -4.479 -6.443 -7.232
H -3.547 -4.993 -6.944
H -5.414 -6.352 -5.111
H -3.825 -6.290 -4.373
H -5.643 -4.286 -4.222
H -4.759 -3.754 -5.627
H -3.693 -4.143 -2.816
H -3.775 -2.716 -3.804
H -2.009 -5.148 -4.416
H -2.011 -3.662 -5.329
H -0.123 -3.805 -3.840
H -1.163 -3.955 -2.413
H -2.016 -1.579 -3.798
H -1.127 -1.636 -2.296
H -0.158 -0.320 -4.265
H 0.302 -1.914 -4.969
H 1.820 -2.386 -3.213
H 1.017 -1.185 -2.153
H 2.003 0.083 -4.542
H 3.362 -0.728 -3.822
H 1.425 1.280 -2.512
H 2.541 0.306 -1.602
H 5.045 1.663 -4.115
H 3.424 1.628 -4.939
H 2.845 3.481 -6.103
H 1.946 3.128 -4.636
H 2.840 5.956 -4.711
H 1.849 5.523 -6.061
H 5.325 3.383 -5.919
H 6.118 3.551 -4.366
H 4.946 6.910 -6.373
H 5.097 5.510 -7.195
H 6.076 5.900 -3.332
H 4.599 6.434 -3.768
H 7.215 6.303 -6.153
H 7.683 5.224 -4.978
H 4.609 4.363 -2.486
H 2.885 4.179 -0.663
H 1.621 2.019 -0.204
H 3.414 3.437 1.450
H 1.767 2.855 1.753
H 2.944 1.273 3.106
H 3.144 0.509 1.492
H 5.168 2.187 1.279
H 5.262 1.957 3.028
H 5.374 0.586 1.878
C 0.574 -3.142 3.117
C 1.604 -2.312 3.838
O 2.604 -2.123 2.839
C 1.960 -2.162 1.642
O 2.427 -1.775 0.618
O 0.725 -2.682 1.766
F 2.145 -2.989 4.882
H 0.805 -4.207 3.169
H -0.436 -2.974 3.473
H 1.250 -1.340 4.174
C -3.630 0.328 4.371
C -3.308 -1.142 4.468
O -2.060 -1.222 3.787
C -1.450 -0.023 3.933
O -0.295 0.175 3.716
O -2.318 0.915 4.360
F -4.220 -1.898 3.809
H -4.145 0.572 3.440
H -4.213 0.694 5.211
H -3.186 -1.510 5.480
C -3.403 -1.914 9.886
C -4.164 -1.006 8.953
O -3.270 -0.877 7.856
C -2.534 -2.024 7.814
O -1.881 -2.361 6.877
O -2.646 -2.715 8.960
F -4.378 0.217 9.498
H -2.726 -1.365 10.535
H -4.048 -2.536 10.499
H -5.108 -1.410 8.599
C -7.060 -1.172 -4.750
C -8.564 -1.095 -4.652
O -8.868 -2.173 -3.787
C -7.785 -2.363 -2.979
O -7.786 -3.005 -1.987
O -6.702 -1.703 -3.470
F -9.161 -1.303 -5.850
H -6.741 -1.863 -5.533
H -6.591 -0.205 -4.912
H -8.944 -0.167 -4.221
C -8.577 -2.747 7.297
C -8.246 -4.219 7.376
O -6.975 -4.278 6.745
C -6.378 -3.075 6.928
O -5.223 -2.859 6.754
O -7.274 -2.150 7.347
F -9.124 -4.973 6.681
H -9.058 -2.492 6.353
H -9.195 -2.401 8.121
H -8.162 -4.612 8.391
C 8.649 0.294 -3.124
C 9.113 0.480 -4.549
O 8.561 1.747 -4.884
C 8.456 2.454 -3.732
O 8.271 3.627 -3.676
O 8.588 1.649 -2.655
F 8.599 -0.459 -5.374
H 7.654 -0.151 -3.079
H 9.334 -0.296 -2.521
H 10.196 0.515 -4.675
C 0.598 -0.195 12.369
C 0.183 0.867 13.360
O -1.197 1.027 13.075
C -1.646 -0.157 12.581
O -2.788 -0.457 12.472
O -0.609 -0.955 12.230
F 0.822 2.039 13.142
H 0.869 0.238 11.405
H 1.412 -0.821 12.724
H 0.304 0.583 14.407
```

## Properties
LUMO = -1.920 eV
charge = +1
highest occupied orbital energy = -11.47 eV
HOMO-LUMO gap = 9.55 eV
E_tot = -267414.3780 eV